1.
One molecule with the formula C3H7NSSi, computed with ωB97M-V with the def2-TZVPD basis set.

The geometry in XYZ format:
```
13
Properties=species:S:1:pos:R:3:nbo_charge:R:1
H 3.2168 1.2816 0.5703 -0.155
H -2.5600 0.9973 0.7409 0.217
H -2.5359 0.6021 -0.9241 0.222
H -1.5795 -1.4762 -0.7157 0.200
N 0.0664 -0.8982 0.3870 -0.442
S -0.3248 1.6806 -0.0964 0.224
H -1.8368 -1.3329 1.0067 0.210
Si 2.5679 0.1316 0.0617 0.849
H 2.4836 0.0795 -1.4546 -0.156
C 0.6215 0.2425 0.2649 -0.243
C -1.8990 0.6694 -0.0862 -0.539
C -1.3523 -0.8323 0.1850 -0.254
H 3.1322 -1.1449 0.0604 -0.134
```

Computed properties:
LUMO energy: 0.9 eV
energy relative to the best compared isomer or geometry (same formula, charge and spin): 41.9 kJ/mol
SMILES: [SiH3]C1=NCCS1
net charge: 0
HOMO-LUMO gap: 9.70 eV



2.
C10H22Br2INNbO2P2 as an isolated structure, computed with ωB97M-V with the def2-TZVPD basis set.

The geometry in XYZ format:
```
41
Properties=species:S:1:pos:R:3:nbo_charge:R:1
C 3.1277 3.4027 -0.5959 -0.667
H -2.5631 3.6099 -0.2787 0.212
C -3.0470 2.8391 -2.1836 -0.486
H -1.2559 -1.2414 0.9006 -0.094
P 0.3096 2.6302 1.4696 0.972
P -0.2407 -1.1867 -0.0924 0.909
H -0.4785 -7.7106 1.6860 0.400
O 1.6155 2.2344 2.0928 -1.114
H 2.6429 4.3475 -0.8507 0.215
H 0.1463 -4.1888 3.8593 0.216
O 1.0421 -1.8137 0.3668 -1.130
N -0.2485 -6.7610 1.9081 -0.518
H -3.9935 2.5895 -0.2996 0.197
H 0.2894 -6.0552 -0.0353 0.204
H -0.9185 -1.9391 -1.0887 -0.091
H 4.1792 3.6082 -0.4019 0.228
H 0.7332 -3.7140 1.2469 0.278
Br 2.1420 -0.2723 -2.5722 0.089
Nb 0.0167 1.3638 -0.8405 1.182
H -0.0845 3.0094 -1.6406 -0.305
Br 4.7642 2.0735 -2.5688 -0.134
H 0.1099 4.0378 1.4412 -0.106
C 0.3934 -4.6448 1.6811 -0.309
H 2.8150 0.7084 -0.3808 0.256
C 2.9538 2.3798 -1.7206 -0.211
H 2.7085 3.0403 0.3479 0.260
H -0.6180 -6.7823 4.0124 0.198
C 0.0846 -4.8973 3.0496 -0.293
H -2.0790 2.7152 -2.6610 0.248
I -4.2715 1.3828 -3.1395 0.006
H -2.1986 1.4836 0.9190 0.219
H 2.4140 2.7993 -2.5669 0.216
C -2.9660 2.6699 -0.6790 -0.437
H -0.6445 0.9996 -2.4805 -0.211
C 2.2749 1.1399 -1.2257 -0.705
H -3.4918 3.7826 -2.4917 0.213
C 0.1769 -5.8161 1.0087 -0.086
C -2.1340 1.4859 -0.1741 -0.842
C -0.3057 -6.2044 3.1591 -0.099
H -2.6064 0.5446 -0.4945 0.223
H -0.7940 2.3500 2.3140 -0.098
```

Computed properties:
LUMO energy: 1.3 eV
net charge: -1
HOMO-LUMO gap: 6.71 eV



3.
C12H23BeN3O3 as an isolated structure, computed with ωB97M-V with the def2-TZVPD basis set.

The geometry in XYZ format:
```
42
Properties=species:S:1:pos:R:3:nbo_charge:R:1
H -0.0458 -2.6990 1.8009 0.221
C -0.8051 -0.9440 -1.7733 0.727
O 1.6282 1.5604 -2.4273 -0.381
C 2.1980 -1.4608 1.2550 -0.430
H -1.5091 0.0243 3.0924 0.214
H -0.6464 -1.5508 3.0513 0.215
C -2.6571 -2.4552 -2.5061 -0.089
H 0.5630 -0.7209 -4.3068 0.242
H 0.4411 2.3224 2.9771 0.239
H 2.9051 -1.6148 2.0839 0.224
H -2.1624 2.2213 0.3604 0.227
N -0.6581 1.2172 1.4761 -0.625
H -1.1345 3.2737 1.4096 0.226
C -1.4895 -1.7817 -2.6869 -0.403
H -2.6758 0.7268 1.9331 0.230
H -3.1894 -2.4604 -1.5617 0.231
H 0.9214 2.1615 -4.3044 0.245
C -1.7315 0.8969 2.4693 -0.428
C 0.6382 1.5945 2.1767 -0.258
C 0.2381 -1.9252 2.5246 -0.422
C 0.2384 0.1854 -3.8043 -0.252
H 1.9444 -2.4372 0.8305 0.221
H 0.9172 -2.3779 3.2637 0.224
C -1.1389 2.4051 0.7213 -0.424
C 1.2823 1.2461 -3.8307 -0.094
H -0.4748 2.6125 -0.1302 0.205
H -0.7026 0.5119 -4.2381 0.249
C 0.9641 0.7396 -1.6702 0.956
O 1.1324 0.6833 -0.4156 -0.786
N 0.9532 -0.8506 1.7847 -0.628
H -3.0818 -2.9625 -3.3644 0.245
H 2.1970 0.8947 -4.3088 0.241
C 1.3028 0.3231 2.6982 -0.252
O -0.9626 -0.8997 -0.4968 -0.772
H 0.9931 0.0957 3.7307 0.233
H -0.9945 -1.8766 -3.6616 0.244
H 1.3035 2.0556 1.4290 0.235
H -1.8703 1.7733 3.1192 0.220
H 2.3995 0.4417 2.6913 0.243
Be 0.0241 -0.0899 0.4700 1.707
N 0.0959 -0.0495 -2.3588 -0.440
H 2.6490 -0.8105 0.4972 0.221
```

Computed properties:
LUMO energy: -8.1 eV
net charge: +2
HOMO-LUMO gap: 9.09 eV



4.
C3H5N3O as an isolated structure, computed with ωB97M-V with the def2-TZVPD basis set.

The geometry in XYZ format:
```
12
Properties=species:S:1:pos:R:3:nbo_charge:R:1
O 0.0537 0.2203 -2.1438 -0.667
H -0.6024 2.1604 1.5180 0.397
H 1.2436 -1.8637 -0.0521 0.187
H -0.5071 2.6013 -0.1321 0.400
N 0.1246 -0.3212 1.1778 -0.310
C -0.0216 0.6782 0.2780 0.269
C 0.3284 -1.2797 -0.0832 0.047
C 0.2269 -0.0229 -0.8647 0.076
H 0.5812 -0.4009 -2.6681 0.481
N -0.7013 -1.4865 0.8563 -0.441
N -0.2735 1.9305 0.5893 -0.795
H -0.4525 -2.2159 1.5248 0.356
```

Computed properties:
LUMO energy: 0.8 eV
energy relative to the best compared isomer or geometry (same formula, charge and spin): 541.5 kJ/mol
net charge: 0
HOMO-LUMO gap: 7.70 eV